Computed, not measured: a 2-piece molecular cluster, C2 overall in a non-equilibrium geometry, with ωB97M-V/def2-TZVPD.

Values from the calculation:
Highest occupied orbital energy, Ha: -0.284
Gap between HOMO and LUMO, eV: 4.8
Energy relative to the best compared isomer or geometry (same formula, charge and spin), kcal per mole: 205.2
Multiplicity: 1
Calculated total energy, Ha: -75.5505
Lowest unoccupied orbital energy, eV: -2.9
Net charge: 0

Each line ends with the natural charge from an NBO analysis.
Positions of all 2 atoms, in Å:
C  -1.33  0.44  0.63  0.000
C  1.33  -0.44  -0.63  0.000